Entry 1:
The following is a DFT calculation (ωB97M-V/def2-TZVPD) of the ion C7H14N with charge +1 at a distorted geometry.

Cartesian coordinates (Å):
1 N 1.144 -0.784 -0.634
2 C 2.062 -1.745 0.280
3 C -1.705 0.125 -0.698
4 C -0.840 2.420 0.011
5 C -0.696 0.866 0.133
6 C -0.084 0.321 1.362
7 C -1.874 -1.215 -0.700
8 C 0.804 0.414 0.093
9 H 3.132 -1.301 0.390
10 H 0.210 -1.263 -0.721
11 H 0.192 0.976 2.226
12 H -0.429 2.715 -0.975
13 H -2.400 -1.679 -1.547
14 H -1.942 2.708 -0.020
15 H 1.606 -1.695 1.381
16 H 1.522 -0.630 -1.543
17 H 2.028 -2.803 0.080
18 H -0.439 -0.679 1.598
19 H -2.273 0.798 -1.343
20 H 1.428 1.386 0.106
21 H -1.093 -1.919 -0.236
22 H -0.352 2.984 0.755

Forces on atoms 1 to 3 (eV/Å):
N 0.358 -2.377 3.079
C 0.108 2.173 2.721
C 0.504 -0.719 0.868

## Properties
HOMO energy: -0.505 Ha
HOMO-LUMO gap: 10.77 eV
SMILES string: C=C[C@@]1(C)C[C@H]1[NH2+]C
DFT total energy: -8966.7810 eV
Net charge: +1
Multiplicity: 1
LUMO: -0.1096 Eh

=====

Entry 2:
The following is a DFT calculation (ωB97M-V/def2-TZVPD) of a cluster of 2 separate species, C7H14N2 in total at a distorted geometry.

Cartesian coordinates (Å):
1 N 0.801 0.470 -1.585
2 N 2.051 -1.370 -0.857
3 C 0.730 -3.196 -2.068
4 C 0.889 -1.704 -1.680
5 C -1.958 0.561 1.984
6 C 0.109 -0.656 -2.059
7 C -0.428 2.564 2.021
8 C -0.589 1.131 1.507
9 C 1.936 -0.045 -0.932
10 H -2.767 0.883 1.426
11 H 0.903 -3.919 -1.327
12 H 1.414 -3.192 -2.917
13 H 2.813 0.478 -0.728
14 H -1.412 3.015 2.204
15 H -0.259 -3.467 -2.474
16 H 0.341 0.424 1.777
17 H -0.642 1.216 0.414
18 H 0.112 2.375 3.040
19 H -2.111 0.800 3.133
20 H -1.788 -0.401 2.062
21 H -0.737 -0.480 -2.777
22 H 0.501 1.343 -1.545
23 H 0.093 3.167 1.383

Forces on atoms 1 to 3 (eV/Å):
N 3.470 -6.151 0.514
N -3.547 2.203 -3.084
C -0.844 2.467 -1.671

## Properties
HOMO energy: -0.318 Ha
HOMO-LUMO gap: 9.50 eV
SMILES string: Cc1c[nH]cn1.CCC
DFT total energy: -10463.9792 eV
Net charge: 0
Multiplicity: 1
LUMO: 0.0313 Eh

=====

Entry 3:
The following is a DFT calculation (ωB97M-V/def2-TZVPD) of an isolated molecule of C7H14N2 at a distorted geometry.

Cartesian coordinates (Å):
1 N -1.621 0.825 1.802
2 N -1.036 0.637 -0.687
3 C 1.310 -1.426 1.400
4 C -0.998 0.703 0.737
5 C -0.394 -2.054 -0.331
6 C -1.313 1.578 -1.731
7 C 0.222 0.401 0.004
8 C 1.312 1.451 -0.031
9 C 0.722 -1.084 0.034
10 H -2.629 0.955 1.721
11 H -0.899 1.208 -2.671
12 H 1.509 -1.142 -0.727
13 H -0.841 -1.785 -1.285
14 H -0.897 2.576 -1.543
15 H 0.892 2.450 0.074
16 H -1.174 -2.036 0.429
17 H 2.006 1.300 0.792
18 H -2.395 1.670 -1.839
19 H 1.856 1.394 -0.974
20 H 0.000 -3.066 -0.398
21 H 2.163 -0.795 1.638
22 H 1.647 -2.461 1.411
23 H 0.557 -1.299 2.174

Forces on atoms 1 to 3 (eV/Å):
N -0.405 -0.159 1.076
N -0.691 -0.454 1.422
C 0.022 0.127 -0.246

## Properties
HOMO energy: -0.317 Ha
HOMO-LUMO gap: 9.50 eV
SMILES string: [H]/N=C1\N(C)[C@]1(C)C(C)C
DFT total energy: -10464.6112 eV
Net charge: 0
Multiplicity: 1
LUMO: 0.0320 Eh

=====

Entry 4:
The following is a DFT calculation (ωB97M-V/def2-TZVPD) of an isolated molecule of C7H14N2 at a distorted geometry.

Cartesian coordinates (Å):
1 N 0.310 -0.549 -0.554
2 N -0.373 -0.824 0.459
3 C 0.225 1.719 -0.789
4 C -1.649 -1.282 0.371
5 C 1.702 0.798 1.043
6 C 2.346 0.495 -1.381
7 C -2.129 -2.079 1.550
8 C 1.196 0.593 -0.385
9 C -2.489 -0.731 -0.532
10 H 2.348 -0.029 1.331
11 H 0.866 0.839 1.737
12 H -3.540 -0.973 -0.527
13 H -0.098 1.607 -1.817
14 H -1.286 -2.444 2.132
15 H -0.703 1.685 -0.171
16 H 0.716 2.684 -0.683
17 H -2.725 -2.923 1.211
18 H 3.025 -0.307 -1.098
19 H 2.266 1.726 1.108
20 H 1.959 0.279 -2.374
21 H -2.118 -0.254 -1.425
22 H 2.898 1.432 -1.408
23 H -2.746 -1.461 2.202

Forces on atoms 1 to 3 (eV/Å):
N -1.923 -1.142 0.386
N 2.633 1.780 -0.338
C -0.475 0.118 0.453

## Properties
HOMO energy (spin up / spin down): -0.304 / -0.304 Ha
HOMO-LUMO gap (spin up / spin down): 8.54 / 8.54 eV
SMILES string: C=C(C)/N=N/C(C)(C)C
DFT total energy: -10464.1311 eV
Net charge: 0
Multiplicity: 1
LUMO (spin up / spin down): 0.0102 / 0.0102 Eh

=====

Entry 5:
The following is a DFT calculation (ωB97M-V/def2-TZVPD) of a cluster of 2 separate species, C7H14N2 in total at a distorted geometry.

Cartesian coordinates (Å):
1 N 2.018 0.307 0.957
2 N 1.797 -1.842 1.427
3 C 0.790 0.216 1.626
4 C -0.463 0.784 -1.466
5 C 2.585 -0.956 0.871
6 C 0.622 -1.167 1.834
7 C -1.071 0.014 -2.708
8 C -1.188 1.968 -0.913
9 C -0.591 -1.782 2.365
10 H -0.547 2.345 -0.169
11 H -0.759 0.418 -3.642
12 H -0.679 -2.785 2.475
13 H -2.129 0.162 -2.708
14 H -2.218 1.710 -0.751
15 H -0.859 -1.040 -2.712
16 H -0.243 -0.096 -0.822
17 H 2.418 1.111 0.384
18 H 0.538 0.924 -1.776
19 H 3.442 -1.282 0.322
20 H -1.586 -1.595 1.851
21 H 0.207 1.043 1.919
22 H -1.166 2.810 -1.722
23 H -0.917 -1.266 3.359

Forces on atoms 1 to 3 (eV/Å):
N 1.526 1.003 -1.150
N -1.698 0.188 0.013
C 1.618 -3.053 -0.927

## Properties
HOMO energy: -0.308 Ha
HOMO-LUMO gap: 9.23 eV
SMILES string: Cc1c[nH]cn1.CCC
DFT total energy: -10464.7185 eV
Net charge: 0
Multiplicity: 1
LUMO: 0.0309 Eh

=====

Entry 6:
The following is a DFT calculation (ωB97M-V/def2-TZVPD) of a structure of composition C7H14N2O at a distorted geometry.

Cartesian coordinates (Å):
1 O -0.496 -1.652 0.775
2 N 0.549 0.164 1.904
3 N 2.740 -0.323 0.211
4 C 1.589 -1.913 -1.191
5 C 0.009 -0.522 0.768
6 C -1.275 1.920 0.669
7 C 0.266 0.693 -0.919
8 C 1.650 -0.730 -0.268
9 C -0.926 0.679 -0.131
10 C -2.135 -0.030 -0.703
11 H 2.607 0.483 0.825
12 H -0.391 2.435 1.044
13 H 0.960 1.512 -0.783
14 H 0.267 0.194 -1.879
15 H -1.833 2.617 0.037
16 H -2.754 -0.420 0.106
17 H -2.726 0.663 -1.309
18 H -0.176 0.583 2.473
19 H 1.875 -1.605 -2.198
20 H 2.302 -2.671 -0.863
21 H -1.849 -0.878 -1.321
22 H -1.920 1.668 1.515
23 H 1.075 -0.518 2.445
24 H 0.590 -2.348 -1.205

Forces on atoms 1 to 3 (eV/Å):
O 0.922 0.109 -0.371
N 0.779 -0.071 -0.470
N -0.216 -0.205 0.212

## Properties
HOMO energy: -0.289 Ha
HOMO-LUMO gap: 7.59 eV
DFT total energy: -12509.9745 eV
Net charge: 0
Multiplicity: 1
LUMO: -0.0101 Eh

=====

Entry 7:
The following is a DFT calculation (ωB97M-V/def2-TZVPD) of an isolated molecule of C7H14N2O at a distorted geometry.

Cartesian coordinates (Å):
1 O 1.032 0.125 1.315
2 N 2.070 0.904 -0.513
3 N 1.019 1.739 -0.230
4 C 1.988 -0.061 0.332
5 C -0.590 -0.966 -1.130
6 C -1.048 0.082 -0.119
7 C -1.808 -0.601 1.015
8 C 0.187 1.075 0.719
9 C -1.937 1.102 -0.824
10 C 2.992 -1.130 0.537
11 H 0.620 2.153 -1.061
12 H -2.735 0.597 -1.380
13 H -2.402 1.780 -0.104
14 H -0.055 -0.518 -1.966
15 H -2.182 0.125 1.724
16 H 0.014 -1.735 -0.654
17 H 2.493 -2.097 0.596
18 H -1.453 -1.486 -1.557
19 H -0.260 1.743 1.459
20 H 3.529 -0.968 1.481
21 H -2.653 -1.166 0.633
22 H -1.160 -1.281 1.553
23 H 3.705 -1.123 -0.290
24 H -1.365 1.706 -1.536

Forces on atoms 1 to 3 (eV/Å):
O 0.573 0.015 -0.349
N 0.061 -1.929 -0.060
N 0.331 1.358 0.436

## Properties
HOMO energy: -0.284 Ha
HOMO-LUMO gap: 8.58 eV
SMILES string: CC1=NN[C@@H](C(C)(C)C)O1
DFT total energy: -12512.4434 eV
Net charge: 0
Multiplicity: 1
LUMO: 0.0309 Eh

=====

Entry 8:
The following is a DFT calculation (ωB97M-V/def2-TZVPD) of an isolated molecule of C7H14N2O2 at a distorted geometry.

Cartesian coordinates (Å):
1 O -2.041 -2.155 0.433
2 O -0.898 2.544 0.551
3 N -1.278 -1.034 -0.175
4 N -0.482 1.344 0.459
5 C 2.562 -0.912 0.569
6 C -1.606 0.239 -0.126
7 C 0.056 -1.441 -0.271
8 C 1.437 1.433 -1.203
9 C 0.913 0.964 0.259
10 C -2.980 0.679 0.082
11 C 1.043 -0.634 0.551
12 H 3.117 -0.358 -0.181
13 H 2.116 2.205 -1.135
14 H 0.134 -2.457 0.240
15 H 0.514 1.759 -1.765
16 H 2.654 -1.995 0.407
17 H -3.519 0.007 0.668
18 H 0.707 -0.658 1.556
19 H -2.991 -1.816 0.113
20 H 1.912 0.653 -1.744
21 H -3.559 0.712 -0.893
22 H 1.647 1.442 0.893
23 H -2.916 1.697 0.419
24 H 3.006 -0.606 1.588
25 H 0.453 -1.612 -1.297

Forces on atoms 1 to 3 (eV/Å):
O -3.357 2.670 -1.196
O 1.088 -0.775 -0.358
N 0.122 -0.930 -0.646

## Properties
HOMO energy (spin up / spin down): -0.282 / -0.253 Ha
HOMO-LUMO gap (spin up / spin down): 8.30 / 7.58 eV
SMILES string: CC1=[N+]([O-])[C@H](C)[C@H](C)CN1O
DFT total energy: -14554.6072 eV
Net charge: 0
Multiplicity: 1
LUMO (spin up / spin down): 0.0223 / 0.0255 Eh

=====

Entry 9:
The following is a DFT calculation (ωB97M-V/def2-TZVPD) of a cluster of 2 separate species, C7H14N2O3 in total at a distorted geometry.

Cartesian coordinates (Å):
1 O -0.190 -1.652 -1.432
2 O 0.818 -0.243 1.119
3 O 2.049 1.448 0.374
4 N -0.260 0.518 -1.344
5 N -0.131 -0.534 -1.923
6 C 3.165 -0.648 1.145
7 C -0.566 1.761 1.246
8 C 2.028 0.344 0.824
9 C -0.337 0.380 0.816
10 C -1.448 -0.682 1.047
11 C -2.815 -0.080 0.665
12 C 0.140 -0.571 -3.295
13 H -3.484 -0.914 0.381
14 H -0.098 2.395 0.558
15 H 3.679 -0.364 2.208
16 H -0.273 1.875 2.204
17 H 3.969 -0.370 0.453
18 H -1.099 -1.598 0.525
19 H 0.070 0.408 -3.785
20 H -3.366 0.519 1.453
21 H -1.597 1.996 1.103
22 H 1.254 -0.909 -3.523
23 H 2.955 -1.669 1.016
24 H -2.522 0.597 -0.171
25 H -1.485 -0.722 2.154
26 H -0.456 -1.286 -3.819

Forces on atoms 1 to 3 (eV/Å):
O 0.043 -3.322 1.369
O 0.884 -0.398 0.116
O 1.142 -0.144 -0.003

## Properties
HOMO energy (spin up / spin down): -0.316 / -0.316 Ha
HOMO-LUMO gap (spin up / spin down): 9.21 / 9.21 eV
DFT total energy: -16603.3665 eV
Net charge: 0
Multiplicity: 1
LUMO (spin up / spin down): 0.0225 / 0.0225 Eh